No. 1
# C40H45AuN2O3SeSiTe2

A molecular structure, C40H45AuN2O3SeSiTe2 at a distorted geometry (ωB97M-V/def2-TZVPD, the Open Molecules 2025 dataset).

Results
Molar mass = 1161.0 g mol⁻¹
Energy relative to the best compared isomer or geometry (same formula, charge and spin) = 167.5 kJ/mol
Spin multiplicity = 2
Orbital gap (spin up / spin down) = 0.2192 / 0.2345 Eh
Energy = -142839.1617 eV
Charge = -1
Expectation value of S² = 0.76

Element x y z (Å)
H: 0.383 -5.316 3.578
C: 1.610 -0.093 -5.639
H: 1.461 -1.120 -7.521
C: 4.200 -0.948 0.796
C: -5.121 -0.421 0.364
C: -4.330 -3.764 1.527
H: 0.754 -2.315 1.971
H: -7.295 -0.153 1.852
H: -5.637 -1.177 5.648
Si: -0.324 3.973 -1.041
C: 0.950 0.311 -4.489
H: 1.385 -2.130 -1.478
C: -0.565 -4.257 -4.025
C: -1.226 -3.657 -2.967
C: -6.629 -0.666 3.821
C: -6.450 -0.460 2.461
C: -5.209 -0.635 1.854
C: -1.061 -0.722 -5.293
C: -3.112 -1.581 4.900
H: -2.228 -0.981 4.676
C: 0.940 -0.802 -6.626
H: -7.908 -0.497 5.545
H: 2.575 -3.170 -3.390
H: -1.340 4.056 -3.290
O: 0.561 0.779 3.675
H: 2.886 0.029 3.763
H: 0.054 5.133 -3.209
H: -3.642 -6.114 2.430
C: -7.981 -0.487 4.457
C: 4.138 -0.738 2.169
H: -2.355 -7.890 3.310
H: -2.371 4.146 0.302
O: -2.475 -2.578 -0.802
H: -5.625 -1.232 -0.170
H: 1.473 0.889 -3.739
H: 1.318 -4.541 -5.018
C: -2.990 -4.103 2.122
H: 0.269 -1.905 3.606
Te: -1.527 0.592 -2.624
C: -0.823 4.783 -2.662
H: -4.744 -4.652 1.047
H: -1.119 -4.856 -4.738
H: -1.566 2.602 0.614
N: 2.012 -0.048 0.560
C: 3.114 -0.578 0.029
H: 5.070 -1.384 0.325
H: -0.612 -7.782 3.043
C: -4.268 -1.216 4.005
C: 1.508 -3.312 -3.270
H: -2.100 -0.996 -5.154
H: -2.523 2.833 -0.870
H: 3.115 -0.700 -1.048
N: -0.602 -1.472 -0.038
C: -0.698 -3.654 2.788
H: -1.487 5.635 -2.492
C: -1.278 -2.246 -0.901
C: -2.813 -5.423 2.543
H: -4.094 -0.392 0.001
C: -1.463 -7.305 3.534
C: 0.504 5.259 0.049
C: -0.400 -1.111 -6.450
H: 0.712 4.833 1.032
C: -0.571 -4.981 3.183
C: 0.684 0.847 2.446
H: -2.293 -3.773 -2.829
H: 4.970 -1.014 2.804
C: 1.943 0.170 1.869
H: -5.607 0.514 0.079
C: -0.393 -0.002 -4.305
C: -5.525 -1.038 4.577
C: -4.116 -1.033 2.625
H: 1.340 -3.289 3.335
H: -5.031 -3.434 2.298
C: 0.483 -2.742 2.939
Au: 0.223 0.321 -0.749
H: -0.143 6.131 0.177
C: 0.803 -4.081 -4.183
H: -4.249 -2.987 0.776
H: -1.289 -7.356 4.611
C: -1.623 -5.879 3.080
H: -2.836 -2.631 4.782
H: 2.657 0.156 -5.766
H: -8.664 -1.287 4.161
C: -0.528 -2.877 -2.051
C: 3.002 -0.167 2.707
C: 0.846 -2.720 -2.206
H: -3.373 -1.413 5.946
C: -1.921 -3.208 2.269
C: -1.839 3.313 -0.166
Se: 1.279 2.401 -1.502
H: -8.436 0.458 4.157
H: -0.934 -1.674 -7.206
Te: -2.087 -1.140 1.765
H: 1.450 5.594 -0.381
O: -0.058 1.386 1.595

Atom charges from the Löwdin analysis, given in e for atoms 1 to 8: number 1, H, carries 0.113; number 2, C, carries -0.099; number 3, H, carries 0.092; number 4, C, carries -0.058; number 5, C, carries -0.071; number 6, C, carries -0.055; number 7, H, carries 0.052; number 8, H, carries 0.118


No. 2
# C31H25BrCdCl3N7OS

A molecular structure, C31H25BrCdCl3N7OS (ωB97M-V/def2-TZVPD, the Open Molecules 2025 dataset).

Results
Molar mass = 842.3 g mol⁻¹
Energy relative to the best compared isomer or geometry (same formula, charge and spin) = 0.0 kJ/mol
Orbital gap = 0.1870 Eh
Energy = -168042.5476 eV
Charge = -2

Element x y z (Å)
C: -1.582 -3.112 2.253
C: -2.231 0.939 -1.243
H: -0.349 6.248 4.440
C: -1.439 6.171 4.442
H: 3.619 0.761 4.021
H: 0.249 1.942 1.364
H: -1.849 7.182 4.457
H: 1.552 -1.988 -6.774
C: -1.569 -0.852 -2.521
C: -2.400 -2.319 4.373
C: 1.252 0.362 -3.767
C: -1.897 5.407 3.228
C: -0.501 -2.198 2.259
H: 1.615 2.645 4.273
H: -3.213 1.378 -4.453
C: -2.829 1.522 -2.349
H: -2.032 -0.839 -4.611
H: -1.014 -1.781 -2.561
Br: 4.126 -0.523 -0.128
H: 0.141 4.245 1.894
H: 1.608 5.235 1.908
H: -1.733 5.637 5.343
H: -2.161 7.136 1.943
C: 1.536 -1.812 -4.669
C: 0.694 -0.366 3.558
H: -3.130 -2.341 5.172
N: 1.997 -0.577 3.611
N: 0.399 0.933 3.835
C: -2.324 3.347 2.266
N: -2.587 3.920 1.056
C: -2.528 5.232 0.971
H: -1.244 -0.747 5.249
C: 1.019 4.529 1.318
O: 0.329 -2.188 1.259
H: -1.666 -3.754 1.384
Cd: 0.805 -0.995 -0.412
N: 1.429 -1.630 -2.268
C: -0.389 -1.356 3.393
C: -2.201 6.059 2.038
N: -1.952 4.090 3.350
C: -1.344 -1.425 4.407
C: 1.579 1.590 4.061
C: -2.136 -0.320 -3.668
H: 1.037 1.953 -5.146
N: -1.596 -0.233 -1.339
C: -2.504 -3.172 3.276
H: 0.666 5.050 0.425
H: 4.917 2.291 -0.008
C: 2.551 0.639 3.919
C: 3.190 1.062 0.303
C: 1.257 2.057 0.971
C: 3.872 2.267 0.266
H: -2.747 5.653 -0.009
Cl: 1.121 1.519 -2.443
C: 1.413 -1.052 -3.417
C: 1.829 3.322 0.946
S: -2.452 1.650 2.408
C: 1.274 0.066 -6.161
H: -0.530 1.343 3.697
H: 3.652 4.379 0.541
N: 1.918 0.947 0.623
C: 3.163 3.411 0.572
C: 1.463 -1.302 -5.938
C: -2.775 0.902 -3.585
Cl: -3.641 3.055 -2.199
H: -3.324 -3.881 3.215
C: 1.177 0.883 -5.037
H: 1.215 0.473 -7.162
Cl: 1.753 -3.548 -4.504
H: -2.264 1.416 -0.267

Atom charges from the natural (NBO) analysis, given in e for atoms 1 to 8: number 1, C, carries -0.303; number 2, C, carries 0.012; number 3, H, carries 0.215; number 4, C, carries -0.642; number 5, H, carries 0.186; number 6, H, carries 0.239; number 7, H, carries 0.197; number 8, H, carries 0.198


No. 3
# C5H14S

2 unconnected molecules or ions with the total composition C5H14S at a distorted geometry (ωB97M-V/def2-TZVPD, the Open Molecules 2025 dataset).

Results
SMILES = CCSC.CC
Molar mass = 106.2 g mol⁻¹
Energy relative to the best compared isomer or geometry (same formula, charge and spin) = 55.0 kJ/mol
Orbital gap = 0.3499 Eh
Energy = -16246.7308 eV

Element x y z (Å)
H: -1.458 1.253 2.353
H: -2.839 0.651 3.168
C: -2.524 -0.344 1.267
H: -1.826 -0.128 0.462
H: 3.557 0.644 -1.692
C: 0.556 -0.267 -0.681
C: 2.796 1.261 -1.242
H: 0.547 -0.820 -2.780
H: -0.024 0.596 -1.001
H: 1.998 -1.385 -1.861
S: 2.045 0.357 0.167
C: 0.934 -1.215 -1.837
H: -1.377 -0.282 3.196
H: 0.025 -0.839 0.071
H: 2.020 1.649 -1.898
H: 0.400 -2.165 -1.762
H: 3.256 2.177 -0.865
H: -3.511 -0.059 0.910
H: -2.580 -1.412 1.482
C: -1.997 0.329 2.542

Atom charges from the natural (NBO) analysis, given in e for atoms 1 to 8: number 1, H, carries 0.205; number 2, H, carries 0.203; number 3, C, carries -0.616; number 4, H, carries 0.202; number 5, H, carries 0.217; number 6, C, carries -0.523; number 7, C, carries -0.746; number 8, H, carries 0.208


No. 4
# C30H32ClN3NiSSi2

A molecular structure, C30H32ClN3NiSSi2 at a distorted geometry (ωB97M-V/def2-TZVPD, the Open Molecules 2025 dataset).

Results
Molar mass = 617.0 g mol⁻¹
Energy relative to the best compared isomer or geometry (same formula, charge and spin) = 0.0 kJ/mol
Spin multiplicity = 3
Orbital gap (spin up / spin down) = 0.2169 / 0.2089 Eh
Energy = -116253.8892 eV
Expectation value of S² = 2.04

Element x y z (Å)
H: -1.758 2.996 1.577
Cl: -2.322 -0.639 -3.169
Si: -2.551 1.130 -4.293
H: -0.984 -3.978 -0.259
H: 1.095 2.308 -7.542
H: 1.353 -0.300 -1.042
C: 1.305 2.008 0.620
C: -0.827 5.077 -7.372
C: 1.141 1.347 1.878
H: -3.529 0.738 -5.279
C: -0.158 1.646 2.375
H: -4.925 4.222 -2.682
H: -7.282 4.925 -2.960
H: 2.162 2.358 -3.351
H: -1.471 6.469 -3.176
C: -2.977 3.977 -7.355
H: -1.138 1.384 -6.959
C: 0.118 2.768 0.376
S: -1.887 -0.599 0.750
H: 1.889 0.736 2.373
C: 0.180 1.661 -3.843
C: 0.841 2.132 -6.493
H: -1.374 5.052 -1.029
H: 0.066 5.385 -7.922
H: -5.998 8.602 -4.775
H: -0.051 3.434 -0.461
H: -3.911 3.777 -5.421
C: -6.485 5.589 -3.294
Si: -2.349 5.331 -3.485
N: -1.518 -3.211 0.145
C: -6.800 6.816 -3.884
C: -4.103 6.004 -3.567
C: -3.875 2.771 -0.714
H: -0.059 1.458 -2.793
H: -2.318 -3.447 0.718
H: -7.845 7.120 -4.009
N: -0.016 -1.729 -0.727
H: -0.091 5.760 -5.439
H: -4.255 1.098 -1.994
N: 0.331 -0.352 -0.982
H: 2.712 2.925 -5.738
C: -1.869 4.448 -8.060
H: -1.818 4.319 -9.140
H: -3.378 4.576 0.369
C: 1.437 2.184 -4.155
H: -0.041 -0.052 -1.894
C: -2.050 4.872 -5.289
H: -0.924 3.480 -2.948
C: -3.692 2.030 -1.893
C: -3.157 3.942 -0.495
C: -5.754 7.642 -4.311
H: -0.576 1.303 3.312
C: -3.055 4.176 -5.972
C: -0.422 1.623 -6.169
C: -2.819 2.414 -2.894
H: 2.204 2.037 0.014
H: -3.780 3.445 -7.868
H: -4.581 2.396 0.028
C: -0.801 1.478 -4.832
H: 0.226 -2.402 -1.464
C: -2.140 4.323 -1.367
C: -1.964 3.617 -2.629
C: -4.418 7.251 -4.142
H: -3.609 7.911 -4.458
C: -0.784 2.537 1.463
C: -1.115 -1.931 0.023
C: -0.910 5.286 -5.988
C: -5.152 5.189 -3.137
Ni: -0.317 0.833 0.433
C: 1.752 2.466 -5.486

Atom charges from the natural (NBO) analysis, given in e for atoms 1 to 8: number 1, H, carries 0.225; number 2, Cl, carries -0.438; number 3, Si, carries 1.391; number 4, H, carries 0.391; number 5, H, carries 0.218; number 6, H, carries 0.388; number 7, C, carries -0.398; number 8, C, carries -0.211


No. 5
# C4H6N4

C4H6N4 in the gas phase at a distorted geometry (ωB97M-V/def2-TZVPD, the Open Molecules 2025 dataset).

Results
SMILES = [H]/N=C(N)\C(C#C)=N/N
Molar mass = 110.1 g mol⁻¹
Energy relative to the best compared isomer or geometry (same formula, charge and spin) = 510.7 kJ/mol
Orbital gap = 0.3366 Eh
Energy = -10200.6466 eV

Element x y z (Å)
H: -2.292 -0.917 -0.760
C: 1.724 -0.361 0.122
C: -0.333 0.975 0.022
N: 0.159 2.104 -0.380
H: -1.846 2.119 0.442
H: -1.685 0.545 1.293
H: 3.894 -0.539 0.086
N: -1.702 -1.585 -0.192
N: -0.328 -1.405 -0.048
H: 1.105 2.122 -0.714
N: -1.626 1.042 0.360
C: 2.875 -0.570 0.148
C: 0.317 -0.325 -0.037
H: -2.202 -2.733 -0.060

Atom charges from the natural (NBO) analysis, given in e for atoms 1 to 8: number 1, H, carries 0.399; number 2, C, carries -0.036; number 3, C, carries 0.376; number 4, N, carries -0.699; number 5, H, carries 0.411; number 6, H, carries 0.382; number 7, H, carries 0.221; number 8, N, carries -0.674